Version P
ORCA calculation (ωB97M-V/def2-TZVPD) on a structure of composition C3H8OS2.

Structure (ORCA input):
```
! wB97M-V def2-TZVPD RIJCOSX def2/J DEFGRID3
* xyz 0 1
H 1.3083 3.3192 -1.5198
S -1.2266 0.2939 2.3099
H -0.4510 -1.8296 2.4930
H 0.7291 -0.1553 -3.1669
S -0.2008 2.1411 -0.1159
H -2.1508 -1.6225 3.3147
C -1.0094 -1.2106 3.1836
C 0.4918 2.6119 -1.7924
H -0.5100 -1.3020 4.1499
H 0.4493 0.0139 -2.4355
C -0.0263 0.5127 -0.2522
O -0.2784 -0.2646 0.6563
H 0.9036 1.6895 -2.1767
H -0.2249 3.1829 -2.5865
*
```

Calculated values
Kohn-Sham gap (alpha / beta) ... 7.406 / 7.401 eV
E_LUMO (alpha / beta) ... -0.56 / -0.56 eV

=====

Version Q
ORCA calculation (ωB97M-V/def2-TZVPD) on an isolated molecule of C3H8OS2.

Structure (ORCA input):
```
! wB97M-V def2-TZVPD RIJCOSX def2/J DEFGRID3
* xyz 0 1
O -0.0836 0.1322 -1.6110
S 1.0741 0.8561 1.7575
H 2.6157 2.4749 0.6970
H 2.3988 1.0915 -0.3466
H -1.6243 -2.0422 -1.8903
H -2.3274 -1.3701 -0.3756
C -0.4003 0.0813 0.9887
H -1.0864 0.8947 0.6807
C -1.4625 -1.8564 -0.8110
H 1.1501 2.2597 -0.2696
H -1.3097 -2.8222 -0.3441
H -0.8817 -0.5833 1.6989
C 1.8925 1.7535 0.3455
S 0.0447 -0.8697 -0.5203
*
```

Calculated values
Kohn-Sham gap ... 9.618 eV
E_LUMO ... 0.73 eV

=====

Stability order, top to bottom: version Q, version P

=====

Version P
ORCA calculation (ωB97M-V/def2-TZVPD) on a cluster of 2 separate species, C3H8OS2 in total.

Structure (ORCA input):
```
! wB97M-V def2-TZVPD RIJCOSX def2/J DEFGRID3
* xyz 0 1
C 0.2264 0.9203 1.0012
H -0.3194 1.0963 -2.5260
O 2.1149 -2.6807 1.2126
S -1.1552 -0.2165 0.9341
H -1.0303 2.0657 -1.2027
H 1.4374 -2.3244 0.5943
S 1.0402 1.1948 -0.5761
H 1.9120 -2.2539 2.0757
C -1.2850 -0.1490 -0.8608
H 0.9422 0.6175 1.7894
C -0.5556 1.0953 -1.4445
H -2.3657 -0.1839 -1.0978
H -0.1124 1.9488 1.2313
H -0.8494 -1.1303 -1.1308
*
```

Calculated values
Kohn-Sham gap ... 9.443 eV
SMILES string ... C1CSCS1.O
E_LUMO ... 0.65 eV

=====

Version Q
ORCA calculation (ωB97M-V/def2-TZVPD) on a cluster of 2 separate species, C3H8OS2 in total.

Structure (ORCA input):
```
! wB97M-V def2-TZVPD RIJCOSX def2/J DEFGRID3
* xyz 0 1
H 0.1717 2.3089 0.1408
H 1.5833 -1.1876 -1.0777
H -1.4342 2.9589 0.4577
H -1.6015 0.6551 -0.4227
C -0.7109 2.2036 0.7659
O 3.4196 -1.3545 -1.8843
C 2.4377 -1.8146 -1.3792
H -0.4241 2.4131 1.7969
S -0.2168 -0.4627 1.1677
S -1.1834 -2.1818 0.5747
H 2.3021 -2.9047 -1.2431
C -1.3525 0.8261 0.6136
H -0.7175 -2.2542 -0.6826
H -2.2736 0.7943 1.1725
*
```

Calculated values
Kohn-Sham gap ... 9.727 eV
SMILES string ... CCSS.C=O
E_LUMO ... 0.38 eV

=====

Stability order, top to bottom: version P, version Q

=====

Version P
ORCA calculation (ωB97M-V/def2-TZVPD) on an isolated molecule of C3H8OS2.

Structure (ORCA input):
```
! wB97M-V def2-TZVPD RIJCOSX def2/J DEFGRID3
* xyz 0 1
S 2.5359 -0.1020 -0.2194
H 2.3938 1.0575 0.4422
C -1.4584 -1.2299 0.0681
H -1.1762 -2.1952 -0.4809
H -1.3362 -1.4018 1.1707
S -0.7974 1.4679 0.1624
H -1.3463 1.6751 -1.0491
O -2.7061 -0.6679 -0.2563
H -0.0539 -0.1466 -1.2897
C 1.0219 -0.7359 0.4854
H 1.0038 -0.4606 1.5246
C -0.2406 -0.2504 -0.2571
H -2.8048 0.0900 0.3613
H 1.2157 -1.8329 0.5057
*
```

Calculated values
Kohn-Sham gap ... 9.911 eV
SMILES string ... OC[C@@H](S)CS
E_LUMO ... 0.67 eV

=====

Version Q
ORCA calculation (ωB97M-V/def2-TZVPD) on a cluster of 2 separate species, C3H8OS2 in total.

Structure (ORCA input):
```
! wB97M-V def2-TZVPD RIJCOSX def2/J DEFGRID3
* xyz 0 1
H 1.6092 0.3159 -1.6541
H -1.2499 0.8267 -1.4434
O -1.4828 1.5375 -0.8330
C -0.6724 1.5652 0.2557
S 1.4896 -0.8511 -2.3225
H 0.0047 -2.5310 0.9557
H -2.1060 2.2999 1.5994
H 1.4050 -3.0795 -0.0144
H -0.3720 2.0367 2.2475
H 1.4126 -1.4549 0.6726
C 0.7788 -2.2322 0.2533
H 0.3368 1.2181 0.0737
S -0.0672 -1.6330 -1.2318
C -1.0865 1.9818 1.4413
*
```

Calculated values
Kohn-Sham gap ... 9.496 eV
SMILES string ... C=CO.CSS
E_LUMO ... 0.41 eV

=====

Stability order, top to bottom: version P, version Q

=====

Version P
ORCA calculation (ωB97M-V/def2-TZVPD) on an isolated molecule of C7H9NO2.

Structure (ORCA input):
```
! wB97M-V def2-TZVPD RIJCOSX def2/J DEFGRID3
* xyz 0 1
H -0.3746 1.5215 2.7588
C -0.8661 -1.3350 1.3111
N 1.7563 0.0936 -2.0436
C -0.0667 0.2501 -0.4091
H 0.6430 2.4982 -0.4792
H -1.2840 -2.3410 1.5071
C 0.4644 0.7206 -1.7480
H 1.5200 -0.9738 -2.4273
H 0.7258 1.7482 -1.7637
C -0.5162 0.8998 1.9261
H -0.2826 0.3966 -2.4826
C -0.8919 -0.4773 2.2573
H -1.3705 -0.8014 3.1868
C -0.0806 1.2322 0.7315
O 0.2456 2.5073 0.4900
H -0.6888 -2.9804 -0.4216
H 2.3610 0.2000 -1.2310
C -0.6158 -1.0238 -0.1173
O -0.6782 -2.1355 -1.0453
*
```

Calculated values
Kohn-Sham gap ... 9.145 eV
SMILES string ... NCc1c(O)cccc1O
E_LUMO ... 0.57 eV

=====

Version Q
ORCA calculation (ωB97M-V/def2-TZVPD) on a cluster of 2 separate species, C7H9NO2 in total.

Structure (ORCA input):
```
! wB97M-V def2-TZVPD RIJCOSX def2/J DEFGRID3
* xyz 0 1
C 0.3260 0.5480 -0.9555
C 1.1990 -1.4245 2.6084
H -2.0070 2.7375 -1.0298
H -0.2739 1.9581 -3.8218
H -0.2704 -1.1023 4.1907
C -1.1897 2.0511 -0.9337
C 0.2504 -1.8635 3.7050
N 0.2092 0.9004 0.2484
O -0.6618 1.8839 0.3465
H 0.7053 -2.6761 4.3964
C -0.7320 1.0961 -3.3543
H 1.8474 -0.7541 -0.9021
C 0.1248 -2.1397 2.2577
C -0.5850 1.3140 -1.8452
H -1.7315 0.9398 -3.7314
H 2.1975 -1.0130 2.4900
H -0.0626 0.1876 -3.5562
O 1.1597 -0.3269 -1.4706
H -0.5054 -2.3164 1.3576
*
```

Calculated values
Kohn-Sham gap ... 9.563 eV
SMILES string ... Cc1conc1O.C1=CC1
E_LUMO ... 0.67 eV

=====

Stability order, top to bottom: version P, version Q

=====

Version P
ORCA calculation (ωB97M-V/def2-TZVPD) on a cluster of 2 separate species, C5H12NO2 in total.

Structure (ORCA input):
```
! wB97M-V def2-TZVPD RIJCOSX def2/J DEFGRID3
* xyz 1 1
H 1.3451 -0.9053 0.8167
H -1.9151 0.3979 3.3464
O -1.1644 0.0286 2.8546
C 1.1157 0.1637 0.6336
C 1.7256 0.7163 -0.6526
C 0.7626 0.1660 -1.7252
C -1.3611 -1.2896 -1.2153
H 0.8974 0.7198 -2.6340
C -0.6178 0.1100 -1.0674
O -1.9249 -1.6183 -0.2123
H 1.0630 -0.8492 -1.9915
H -0.5126 1.3442 0.6108
H -1.2988 0.8947 -1.3489
H -1.0899 -0.1188 1.0070
H 2.6875 0.2416 -0.7820
N -0.3435 0.3513 0.4497
H -1.1423 -0.8958 3.1100
H 1.3312 0.5012 1.6549
H -1.3269 -1.7628 -2.2359
H 1.7692 1.8044 -0.6186
*
```

Calculated values
Kohn-Sham gap ... 11.162 eV
E_LUMO ... -3.34 eV

=====

Version Q
ORCA calculation (ωB97M-V/def2-TZVPD) on a cluster of 2 separate species, C5H12NO2 in total.

Structure (ORCA input):
```
! wB97M-V def2-TZVPD RIJCOSX def2/J DEFGRID3
* xyz 1 1
H -0.7425 1.9540 1.8696
H 0.2603 1.2738 3.7501
C 1.2271 -0.4573 3.0603
O -3.2878 -1.4097 -5.7357
H -0.5749 -0.4605 -0.9736
C 0.3294 0.0894 -0.5149
C -0.0682 0.4357 3.0918
H -2.9491 -1.8490 -6.5281
H -1.2584 0.1152 1.3530
C 0.5209 0.6293 0.6936
H 1.4534 0.7785 -2.2078
H 1.8176 -0.4224 3.8838
C -0.5194 0.8960 1.7550
H -4.1530 -1.1307 -6.0651
H 1.7459 -0.9945 -1.5808
H 1.5617 1.1688 0.8764
O 1.4851 -0.9664 2.0285
H 2.4813 0.3901 -0.9389
H -0.8604 -0.1503 3.5371
N 1.5310 0.1099 -1.3544
*
```

Calculated values
Kohn-Sham gap ... 9.464 eV
E_LUMO ... -3.59 eV

=====

Stability order, top to bottom: version P, version Q

=====

Version P
ORCA calculation (ωB97M-V/def2-TZVPD) on the ion C7H11N2 with charge +1.

Structure (ORCA input):
```
! wB97M-V def2-TZVPD RIJCOSX def2/J DEFGRID3
* xyz 1 1
H 2.4545 -0.9697 0.1807
H 2.5589 0.3565 1.8820
C -0.1938 -0.1552 0.1609
H -1.8540 -0.1871 -2.6372
H 2.9040 0.5873 -0.6280
N 0.8805 -0.0877 -0.7923
C 0.2568 -0.1069 -1.9667
H 0.5100 -1.2305 1.7615
N -1.3236 -0.0789 -0.4914
C -2.6202 -0.1643 0.1408
C 1.7551 0.5870 1.1629
H -3.1246 -1.0941 0.0602
H -0.2051 0.3526 2.3203
H 0.8152 -0.0947 -2.8745
H 1.4273 1.6652 1.1485
C 0.4517 -0.1620 1.5058
C -1.0938 -0.0807 -1.8255
C 2.1562 -0.0170 -0.1093
H -3.1754 0.7429 -0.2783
H -2.5797 0.1372 1.2796
*
```

Calculated values
Kohn-Sham gap ... 10.777 eV
SMILES string ... Cn1cc[n+]2c1CCC2
E_LUMO ... -2.72 eV

=====

Version Q
ORCA calculation (ωB97M-V/def2-TZVPD) on the ion C7H11N2 with charge +1.

Structure (ORCA input):
```
! wB97M-V def2-TZVPD RIJCOSX def2/J DEFGRID3
* xyz 1 1
H 0.6812 -2.2551 -1.7327
H -0.1378 0.2211 1.2381
C -1.8810 1.8207 1.1345
H -2.6159 -0.7843 -0.8379
H 1.4124 -2.7589 0.5252
N -1.8363 0.6938 0.2218
C -3.0304 0.0281 -0.2272
H 2.4141 -1.3582 0.4950
H -2.3329 2.5288 -1.2494
C -0.4389 -0.0437 0.2337
H -0.7119 3.5489 0.9047
C -0.6389 2.4966 0.6037
N -0.0623 -0.6793 -0.6892
C 1.9746 -2.1179 -0.0481
H -2.4861 1.9224 1.9139
H 2.6394 -2.6251 -0.7704
C 1.0490 -1.4663 -1.1217
C -1.8045 2.1106 -0.3310
H 0.3108 1.9188 0.5109
H 1.5535 -0.8410 -1.9767
*
```

Calculated values
Kohn-Sham gap ... 8.109 eV
E_LUMO ... -5.69 eV

=====

Version R
ORCA calculation (ωB97M-V/def2-TZVPD) on the ion C7H11N2 with charge +1.

Structure (ORCA input):
```
! wB97M-V def2-TZVPD RIJCOSX def2/J DEFGRID3
* xyz 1 1
C -1.3094 1.6943 0.4468
H -3.5698 -0.6319 -0.0234
H 1.8115 1.6386 0.6934
H -1.0711 1.2132 -1.6191
N -1.6545 -1.3265 -0.2959
C -0.4337 1.5113 -0.8055
C 0.5292 0.3867 -0.4306
H 1.2551 0.2037 -1.2898
C -0.2379 -1.2960 -0.2317
H 0.3966 -3.3537 -0.1181
H -1.2562 2.6778 1.0661
C 1.3657 0.6748 0.8298
H 1.7801 -2.2385 -0.2074
C 0.6767 -2.2990 -0.2219
H 0.6266 0.6580 1.6724
H 0.2266 2.4768 -0.9850
N -2.1756 0.8371 0.6915
H 2.0992 -0.1099 1.0245
C -2.5094 -0.3211 0.1281
H -1.9952 -2.2439 -0.6411
*
```

Calculated values
Kohn-Sham gap ... 8.205 eV
SMILES string ... C=C1[NH+]=CN=CC[C@H]1C
E_LUMO ... -5.40 eV

=====

Stability order, top to bottom: version P, version R, version Q

=====

Version P
ORCA calculation (ωB97M-V/def2-TZVPD) on a cluster of 2 separate species, C5H17N2O in total.

Structure (ORCA input):
```
! wB97M-V def2-TZVPD RIJCOSX def2/J DEFGRID3
* xyz 1 1
H 2.4453 -1.0829 -1.0234
H -0.7291 2.4786 1.5926
H 1.4480 1.0134 -1.4488
H -0.7857 0.6001 2.9510
H 1.0409 2.7790 1.4925
C 1.4478 -1.0874 -1.4628
H -4.3223 -1.3234 -1.5991
H 0.3020 0.3673 -2.3790
C 0.1996 2.2237 1.0846
C -0.0228 0.0555 2.4214
H 1.3912 -1.8013 -2.2827
C 0.4468 0.7157 1.1286
O -3.5447 -1.1856 -1.0375
H 0.1405 2.5271 0.0338
N -0.1904 0.0819 -0.0762
H 1.5093 0.5075 1.0085
H -0.4912 -1.8272 -0.8028
N 1.2859 0.2651 -2.1213
H -0.1496 -1.0135 2.3170
H 1.9053 0.3533 -2.9369
H -3.8535 -1.6012 -0.2189
C 0.3476 -1.2345 -0.4125
H -1.1756 -0.0487 0.1568
H 0.5495 -1.8486 0.4661
H 0.8052 0.0863 3.1492
*
```

Calculated values
Kohn-Sham gap ... 10.069 eV
E_LUMO ... -3.21 eV

=====

Version Q
ORCA calculation (ωB97M-V/def2-TZVPD) on a cluster of 3 separate species, C5H17N2O in total.

Structure (ORCA input):
```
! wB97M-V def2-TZVPD RIJCOSX def2/J DEFGRID3
* xyz 1 1
H 0.4733 0.3402 1.0339
H 1.9170 1.7916 3.7546
H 2.0448 -0.5730 -3.7414
H 0.4914 -0.1198 -4.2246
H -1.8212 1.5808 1.0475
C -1.2261 1.0731 0.2185
H -1.1742 -2.3932 2.4696
H 0.8465 2.8437 3.7065
N -0.1281 0.0777 0.2756
H 1.1104 -1.7299 -1.9986
H -1.7541 -0.7103 2.3953
H -1.5320 -1.4227 0.1086
O 1.1762 2.0632 3.1925
H -1.9838 0.6353 -0.4436
C -0.8687 -1.4103 2.1249
C 0.6276 0.4165 -1.6066
C 0.5670 -0.8514 -2.3303
H -0.7280 1.7922 -0.3886
C -0.5438 -1.2396 0.6473
H 0.2612 -1.9163 0.3822
N 1.1844 -0.0770 -3.4567
H 1.6006 0.8310 -1.4231
H -0.0075 1.2523 -1.9664
H -0.4934 -1.1021 -2.6107
H -0.0393 -1.1523 2.8337
*
```

Calculated values
Kohn-Sham gap ... 11.005 eV
E_LUMO ... -3.04 eV

=====

Stability order, top to bottom: version P, version Q